ORCA calculation (ωB97M-V with the def2-TZVPD basis set) on a molecular structure, C27H32Ge2N2O2STc.

Values from the calculation:
E_HOMO (spin up / spin down)   -0.573 / -0.589 Ha
Spin multiplicity   3
Kohn-Sham gap (spin up / spin down)   5.8 / 6.0 eV
E_LUMO (spin up / spin down)   -9.84 / -10.07 eV
Total charge   +3
DFT total energy   -161633.89511 eV

Each line ends with the Mulliken spin population.
Geometry (Å):
1 Tc 0.97994 1.16661 -0.26500  1.67
2 C -0.56394 1.34053 -2.94219  -0.01
3 C 0.63514 0.45957 -3.10242  0.04
4 C 1.03883 -0.01885 -4.35140  -0.02
5 C 2.09714 -0.88788 -4.44022  0.04
6 C 2.77581 -1.30022 -3.27415  -0.01
7 C 3.85988 -2.21055 -3.27676  0.08
8 C 4.45609 -2.57674 -2.09929  -0.03
9 C 4.01447 -2.03571 -0.87827  0.07
10 C 2.98451 -1.11915 -0.85396  -0.05
11 S 2.42839 -0.36918 0.62891  0.26
12 C 2.34489 -0.76385 -2.05179  0.05
13 N 1.28412 0.10944 -1.98426  -0.02
14 H -0.77198 1.90105 -3.85125  0.00
15 H -0.44099 2.07214 -2.12712  0.00
16 H -1.43734 0.72443 -2.71061  0.00
17 H 0.51280 0.30999 -5.23761  0.00
18 H 2.42096 -1.26405 -5.40411  0.00
19 H 4.20363 -2.61617 -4.22035  0.00
20 H 5.27324 -3.28499 -2.10286  0.00
21 H 4.48931 -2.33264 0.04901  0.00
22 C -1.32218 1.99901 4.17124  0.00
23 Ge -2.79211 1.68201 2.99303  0.00
24 C -2.85529 2.81203 1.44994  0.00
25 C -4.25764 0.53238 3.39511  0.00
26 Ge -0.57214 -0.56205 0.49562  -0.08
27 C -1.82591 -1.25262 -0.80847  0.00
28 C -1.39758 -2.14961 -1.78995  -0.01
29 C -2.29141 -2.60561 -2.75101  0.00
30 C -3.60584 -2.15460 -2.74913  0.00
31 C -4.04153 -1.27628 -1.76578  0.00
32 C -3.15251 -0.82516 -0.79892  -0.02
33 C -0.47101 -1.88028 1.90504  0.02
34 C -0.89315 -1.74072 3.22355  -0.01
35 C -0.78754 -2.80376 4.11043  0.00
36 C -0.25723 -4.01121 3.68070  0.00
37 C 0.17956 -4.15571 2.36877  0.00
38 C 0.06533 -3.09785 1.47872  -0.01
39 H -1.69665 2.63069 4.98487  0.00
40 H -0.53460 2.52241 3.63321  0.00
41 H -0.93886 1.07946 4.60932  0.00
42 H -3.37877 3.72518 1.75782  0.00
43 H -3.40987 2.36191 0.62842  0.00
44 H -1.84305 3.07507 1.14730  0.00
45 H -4.91523 1.09488 4.06878  0.00
46 H -3.92472 -0.36885 3.90737  0.00
47 H -4.80901 0.28217 2.49163  0.00
48 H -0.37134 -2.50452 -1.81000  0.00
49 H -1.96404 -3.31563 -3.49972  0.00
50 H -4.29214 -2.48739 -3.51666  0.00
51 H -5.07248 -0.94650 -1.75279  0.00
52 H -3.50849 -0.14465 -0.02821  0.00
53 H -1.31587 -0.80637 3.57437  0.00
54 H -1.10796 -2.69035 5.13820  0.00
55 H -0.19118 -4.84713 4.36433  0.00
56 H 0.60194 -5.09492 2.03737  0.00
57 H 0.39716 -3.23203 0.45315  0.00
58 N 3.79894 5.04421 -0.10772  0.00
59 C 2.84848 4.58582 0.96260  0.00
60 C 2.10025 3.37706 0.44451  0.02
61 O 1.20517 2.84028 1.14479  0.01
62 O 2.40912 2.92611 -0.69314  0.01
63 H 4.77270 5.04627 0.20307  0.00
64 H 3.58040 5.97875 -0.45884  0.00
65 H 3.70298 4.36999 -0.87939  0.00
66 H 2.15028 5.37643 1.22427  0.00
67 H 3.40015 4.30789 1.85793  0.00

Forces on the atoms, in the same order (eV/Å):
0.43 -0.11 0.26
0.01 -0.03 -0.03
0.01 -0.02 0.18
0.01 -0.07 -0.10
0.01 -0.01 -0.01
-0.02 -0.05 -0.10
0.01 -0.02 -0.02
-0.02 -0.02 -0.01
-0.01 0.01 0.02
0.24 -0.03 0.08
-0.74 0.31 -0.28
-0.18 0.02 0.03
0.11 0.19 -0.33
0.02 0.03 0.02
0.01 0.01 -0.02
0.00 0.01 0.00
-0.01 -0.03 0.03
-0.02 0.02 0.02
-0.01 0.00 0.02
0.00 0.02 0.02
0.03 0.01 -0.02
0.02 -0.11 -0.01
-0.16 0.31 0.21
0.03 -0.15 -0.10
0.10 -0.10 -0.04
0.28 -0.46 0.14
0.22 -0.04 -0.27
-0.12 0.04 -0.03
0.03 0.03 0.01
0.01 0.01 0.00
-0.02 0.01 0.00
0.06 0.00 0.02
-0.10 0.14 0.11
0.08 -0.02 -0.04
-0.02 0.02 0.02
0.01 -0.02 -0.05
0.00 0.04 0.00
-0.08 -0.03 0.06
0.03 0.01 0.00
0.03 0.03 0.05
-0.01 0.04 0.07
0.01 0.00 -0.02
-0.02 0.05 -0.01
-0.01 0.07 -0.02
-0.01 -0.03 0.00
-0.05 0.00 0.04
-0.06 -0.01 0.02
-0.01 -0.01 -0.03
0.00 0.03 0.00
-0.01 -0.04 0.05
0.02 0.00 -0.01
-0.04 0.02 -0.04
0.05 0.02 0.04
-0.04 -0.01 -0.03
0.04 0.03 0.01
-0.02 0.00 0.00
-0.02 -0.05 0.01
-0.02 0.10 0.21
0.00 0.00 0.12
-0.11 -0.12 -0.21
0.06 -0.01 0.05
-0.12 -0.04 0.11
-0.01 0.04 0.02
0.01 0.01 0.02
0.02 -0.13 -0.22
0.04 0.08 -0.04
0.06 0.03 0.01

ORCA calculation (ωB97M-V with the def2-TZVPD basis set) on 4 unconnected molecules or ions with the total composition C30H70BN4O4 in a non-equilibrium geometry.

Values from the calculation:
E_HOMO (spin up / spin down)   -0.291 / -0.291 Ha
Spin multiplicity   2
Kohn-Sham gap (spin up / spin down)   8.4 / 7.8 eV
E_LUMO (spin up / spin down)   0.48 / -0.13 eV
DFT total energy   -47065.83618 eV

Each line ends with the Mulliken spin population.
Geometry (Å):
1 C 2.23054 -1.85416 1.14853  0.00
2 C 1.56918 -2.22553 -0.32028  0.00
3 O 0.46258 -1.34598 -0.72731  0.00
4 C -0.84888 -1.85974 -0.27622  0.00
5 C -1.99699 -0.78678 -0.74730  -0.02
6 B -1.20622 0.39931 -1.63159  0.00
7 O -1.15139 0.34047 -3.13278  0.00
8 O -0.52169 1.55875 -0.99663  0.00
9 C -2.77243 -0.13831 0.54350  0.04
10 C -4.38195 0.10625 0.33355  0.03
11 C -4.96023 0.57228 1.83316  0.00
12 C -4.72830 1.40892 -0.65710  0.01
13 N -5.17609 -1.12271 -0.04147  0.30
14 O -5.57154 -1.83678 1.03070  0.60
15 C -4.45257 -2.03868 -0.99796  0.03
16 C -5.54948 -2.38094 -2.21368  0.01
17 C -4.09275 -3.52791 -0.33144  0.01
18 C -3.14714 -1.39285 -1.74613  0.01
19 H 3.07009 -2.67623 1.34618  0.00
20 H 1.46158 -1.95266 2.03906  0.00
21 H 2.79000 -0.81903 1.16410  0.00
22 H 1.18875 -3.33530 -0.38643  0.00
23 H 2.43786 -2.06685 -1.12367  0.00
24 H -0.80617 -1.83974 0.91664  0.00
25 H -1.05908 -2.97344 -0.56805  0.00
26 H -1.48531 1.20207 -3.52002  0.00
27 H -0.26205 1.21302 -0.07535  0.00
28 H -2.65286 -0.80630 1.52337  0.00
29 H -2.29001 0.91043 0.81765  0.00
30 H -6.13819 0.69307 1.81763  0.00
31 H -4.51769 1.66381 2.02201  0.00
32 H -4.56225 -0.10485 2.70204  0.00
33 H -4.45600 2.43761 -0.15409  0.00
34 H -4.25407 1.27046 -1.73245  0.00
35 H -5.90792 1.34400 -0.82904  -0.01
36 H -6.23796 -1.40701 -2.26610  0.00
37 H -4.99162 -2.49381 -3.23626  0.00
38 H -6.24198 -3.28992 -1.96213  0.00
39 H -3.45296 -4.08280 -1.15617  0.00
40 H -3.50236 -3.42220 0.67386  0.00
41 H -5.11132 -4.09978 -0.24005  0.00
42 H -2.64360 -2.27996 -2.36451  0.00
43 H -3.50883 -0.61448 -2.54149  0.00
44 C -2.18271 4.04594 4.89571  0.00
45 C -1.17901 4.42559 3.81197  0.00
46 N -1.66513 4.20109 2.44691  0.00
47 C -0.61010 4.29496 1.43241  0.00
48 C 0.06401 5.64982 1.23874  0.00
49 C -2.92921 4.84982 2.09252  0.00
50 C -3.00663 6.36717 2.22366  0.00
51 H -2.51235 3.00757 4.78492  0.00
52 H -1.71852 4.14617 5.88278  0.00
53 H -3.06330 4.69528 4.88428  0.00
54 H -0.28720 3.80786 3.97478  0.00
55 H -0.87183 5.46483 3.96378  0.00
56 H -1.00435 3.95687 0.46723  0.00
57 H 0.16883 3.56441 1.68647  0.00
58 H -0.58468 6.34742 0.70226  0.00
59 H 0.96844 5.52542 0.63408  0.00
60 H 0.36744 6.10571 2.18583  0.00
61 H -3.72378 4.41499 2.71111  0.00
62 H -3.20824 4.57131 1.06822  0.00
63 H -2.57627 6.73265 3.15978  0.00
64 H -4.05612 6.68281 2.20553  0.00
65 H -2.51285 6.87109 1.39192  0.00
66 C 2.12209 5.84934 -5.66458  0.00
67 C 1.85956 4.69540 -4.70252  0.00
68 N 1.51112 3.43549 -5.36683  0.00
69 C 0.98757 2.42001 -4.44717  0.00
70 C 1.93188 1.88515 -3.37489  0.00
71 C 2.46369 2.94131 -6.36320  0.00
72 C 3.89641 2.68708 -5.90689  0.00
73 H 1.27206 6.00660 -6.33678  0.00
74 H 2.27792 6.77493 -5.09994  0.00
75 H 3.01922 5.68325 -6.26855  0.00
76 H 1.02225 4.99993 -4.06252  0.00
77 H 2.72785 4.57783 -4.04702  0.00
78 H 0.59655 1.57479 -5.02512  0.00
79 H 0.10913 2.84231 -3.94219  0.00
80 H 2.66883 1.19658 -3.79683  0.00
81 H 1.35894 1.32267 -2.63028  0.00
82 H 2.45755 2.68408 -2.84359  0.00
83 H 2.49427 3.65699 -7.19383  0.00
84 H 2.07219 2.02280 -6.81890  0.00
85 H 4.29272 3.49692 -5.28868  0.00
86 H 4.54933 2.60010 -6.78297  0.00
87 H 3.98530 1.75061 -5.35492  0.00
88 C 2.10447 -6.34087 4.27050  0.00
89 C 2.98007 -6.53990 3.03772  0.00
90 N 4.14895 -5.65585 2.99009  0.00
91 C 4.81945 -5.65015 1.68568  0.00
92 C 5.46911 -6.94985 1.22059  0.00
93 C 5.04262 -5.69743 4.14939  0.00
94 C 5.66185 -7.04160 4.51725  0.00
95 H 1.78533 -5.29774 4.36619  0.00
96 H 1.20453 -6.96013 4.19023  0.00
97 H 2.61904 -6.63470 5.19034  0.00
98 H 2.34870 -6.33711 2.16383  0.00
99 H 3.26972 -7.59338 2.97684  0.00
100 H 5.57303 -4.85443 1.66905  0.00
101 H 4.08278 -5.35200 0.92846  0.00
102 H 6.40170 -7.14611 1.75634  0.00
103 H 5.72150 -6.87290 0.15783  0.00
104 H 4.80694 -7.81320 1.33481  0.00
105 H 4.49046 -5.32819 5.02223  0.00
106 H 5.84853 -4.96443 4.01594  0.00
107 H 4.93777 -7.86033 4.49514  0.00
108 H 6.06346 -6.99278 5.53592  0.00
109 H 6.49643 -7.29553 3.86261  0.00

Forces on the atoms, in the same order (eV/Å):
0.33 -1.06 -0.02
1.11 0.22 -0.14
-0.47 -1.74 0.65
-0.32 0.55 1.78
-0.45 0.10 -0.41
1.38 1.34 -1.08
-1.36 1.48 2.99
-1.16 -3.67 0.46
0.01 0.16 0.62
-0.20 2.70 2.04
0.52 1.25 -0.41
-0.91 -1.31 -0.43
2.34 -1.93 2.28
0.09 1.76 -2.13
-0.28 -2.23 -2.47
-0.09 1.42 0.32
-0.15 0.78 -0.96
0.21 -1.01 -0.09
-1.79 1.68 -0.38
1.52 0.38 -1.90
-1.44 -1.98 -0.17
0.89 2.03 0.34
-2.04 -0.39 1.67
-0.25 -0.17 -2.38
0.49 2.07 0.06
0.94 -1.33 0.66
-0.62 0.99 -1.87
-0.25 1.21 -2.21
-1.16 -2.08 -0.52
2.55 -0.56 0.10
-0.87 -2.31 -0.39
-1.08 1.16 -1.83
-0.37 -2.25 -1.08
-0.77 0.51 2.29
2.54 0.37 0.43
1.41 -2.18 -0.14
-1.16 -0.03 1.94
1.48 1.70 -0.51
-1.17 1.09 1.78
-1.24 -0.36 -1.91
2.21 1.09 0.28
-1.22 1.93 1.24
0.77 -1.35 1.63
-0.11 0.03 -0.01
-0.25 -0.14 -0.13
0.12 -0.23 -0.25
-0.02 -0.22 0.12
0.13 0.24 -0.19
-0.11 -0.25 0.29
-0.20 0.33 -0.11
0.02 0.14 -0.06
-0.04 0.01 -0.16
0.06 -0.10 0.00
-0.04 0.09 -0.31
0.09 0.16 0.12
-0.14 0.03 0.15
-0.12 0.03 0.16
0.11 -0.02 0.14
-0.08 0.00 0.05
-0.07 -0.04 -0.09
0.18 -0.01 0.06
0.31 -0.07 0.08
0.00 -0.07 -0.07
0.11 -0.04 0.02
0.05 0.03 0.14
0.06 -0.01 -0.10
-0.08 -0.13 -0.30
-0.29 -0.14 0.01
-0.08 0.17 -0.05
0.08 -0.35 0.25
-0.14 0.33 -0.15
0.35 -0.19 -0.08
0.11 -0.10 0.06
-0.01 -0.15 -0.04
-0.11 0.02 0.02
0.03 -0.32 -0.03
0.14 0.07 0.16
0.16 0.13 -0.11
0.12 0.19 -0.05
-0.01 0.15 0.05
0.08 0.12 -0.14
-0.04 -0.05 -0.10
-0.06 0.05 0.17
-0.14 0.12 0.27
-0.07 -0.05 -0.02
-0.07 0.03 0.08
0.04 0.13 0.07
0.04 0.01 0.11
0.11 0.25 0.15
0.10 0.24 -0.27
-0.29 0.11 0.04
0.27 -0.17 -0.15
-0.31 0.15 0.18
0.28 -0.18 0.20
0.12 -0.11 -0.02
0.15 0.06 -0.02
-0.06 0.06 -0.08
0.31 0.06 -0.06
-0.05 -0.21 -0.02
-0.07 -0.05 0.22
-0.09 -0.05 0.18
-0.16 -0.07 -0.06
-0.02 -0.01 0.09
0.07 0.11 0.03
-0.08 -0.07 -0.17
-0.19 -0.07 -0.25
0.03 0.08 -0.03
-0.06 0.00 -0.11
-0.11 -0.10 0.01